Entry 1:
A molecular structure, C4HN2O3PS2 in a non-equilibrium geometry. Source: the Open Molecules 2025 dataset; level of theory: ωB97M-V/def2-TZVPD.

Calculated values
Electronic energy: -44243.9209 eV
Orbital gap (spin up / spin down): 0.239 / 0.239 Eh
ΔE to the lowest compared entry with this formula, charge and spin: 17.96 kcal per mole
LUMO energy (spin up / spin down): -2.841 / -2.841 eV

ORCA input file:
```
! RIJCOSX wB97M-V def2-TZVPD def2/J DEFGRID3
* xyz 0 1
C 0.3047 -1.1033 -0.1135
C 0.8766 -0.0558 -1.0234
C -1.1424 -1.0081 0.0429
C -0.8632 1.2949 -0.2766
N 0.2484 1.0633 -1.0014
N -1.6945 0.1961 -0.0570
O 1.1014 -1.7132 0.6115
O 2.1854 -0.1196 -1.1781
O 1.7693 0.9069 1.2315
P 2.5975 -0.1395 0.5578
S -2.0093 -2.3720 0.4284
S -0.6919 2.6776 0.6582
H -2.6820 0.3725 0.1198
*
```

Entry 2:
4 unconnected molecules or ions with the total composition C4H17NO3 in a non-equilibrium geometry. Source: the Open Molecules 2025 dataset; level of theory: ωB97M-V/def2-TZVPD.

Calculated values
Electronic energy: -12055.1636 eV
Orbital gap: 0.318 Eh
ΔE to the lowest compared entry with this formula, charge and spin: 36.50 kcal per mole
LUMO energy: 0.484 eV

ORCA input file:
```
! RIJCOSX wB97M-V def2-TZVPD def2/J DEFGRID3
* xyz 0 1
C -1.3557 1.8459 -2.1300
C -1.6230 0.6240 -1.2642
N -0.4497 0.0191 -0.6226
C -0.7607 -0.9940 0.4013
C 0.5944 -0.3603 -1.5485
H -0.8830 2.6387 -1.5393
H -0.6761 1.6350 -2.9433
H -2.3045 2.2641 -2.4110
H -2.2194 -0.1482 -1.7722
H -2.2903 0.8769 -0.3679
H -0.1835 -1.8861 0.2199
H -1.8098 -1.1748 0.6319
H -0.2913 -0.5304 1.2808
H 0.3857 -0.8588 -2.5195
H 1.1316 0.5162 -1.9548
H 1.3254 -0.9634 -1.0061
O 1.6110 -3.4556 -0.0114
H 1.2733 -4.2314 -0.4738
H 1.2319 -3.5244 0.8689
O 0.8259 0.4048 4.5640
H 0.5698 1.1968 4.0716
H 1.6535 0.1731 4.1296
O 1.5495 2.2666 1.5874
H 2.0463 1.4563 1.5402
H 0.6488 2.2099 1.2691
*
```

Entry 3:
2 unconnected molecules or ions with the total composition C5H13OP in a non-equilibrium geometry. Source: the Open Molecules 2025 dataset; level of theory: ωB97M-V/def2-TZVPD.

Calculated values
Electronic energy: -16730.2332 eV
Orbital gap: 0.365 Eh
ΔE to the lowest compared entry with this formula, charge and spin: 46.93 kcal per mole
LUMO energy: 0.822 eV

ORCA input file:
```
! RIJCOSX wB97M-V def2-TZVPD def2/J DEFGRID3
* xyz 0 1
C 2.1839 0.8305 0.0425
C 1.7068 0.8064 -1.4358
C 0.5094 1.7014 -1.8051
O 0.3518 2.1751 -2.8852
H 2.4338 1.8286 0.2882
H 1.3705 0.4204 0.7498
H 3.0316 0.1308 0.1969
H 1.3041 -0.1006 -1.9484
H 2.6394 0.9180 -2.0080
H -0.3214 1.8927 -1.0345
C -0.8180 -1.4751 -0.2935
P -0.9656 -0.2366 1.0405
C -2.5421 -0.6074 2.0295
H -1.1784 -2.4304 -0.0757
H 0.2943 -1.5157 -0.2786
H -1.2037 -1.0503 -1.1861
H -0.1771 -1.2047 1.7765
H -3.4206 -0.7339 1.4390
H -2.7418 0.1721 2.7658
H -2.4568 -1.5214 2.6222
*
```

Entry 4:
A molecular structure, CH3CoN2O2S4Sb. Source: the Open Molecules 2025 dataset; level of theory: ωB97M-V/def2-TZVPD.

Calculated values
Electronic energy: -95669.7558 eV
Orbital gap (spin up / spin down): 0.253 / 0.255 Eh
LUMO energy (spin up / spin down): 1.545 / 1.608 eV

ORCA input file:
```
! RIJCOSX wB97M-V def2-TZVPD def2/J DEFGRID3
* xyz -1 1
Co -0.3028 0.5259 -0.7010
S 1.7344 -2.9783 0.5336
Sb 1.2835 -2.2209 -1.5463
S -0.9784 -1.3239 -1.4986
S 1.6308 0.1878 -1.5146
S 1.8659 -3.2454 -3.4485
N -0.0523 0.0899 1.1779
N -0.6337 1.1144 1.9320
C -1.2278 2.1888 1.2597
O -1.7937 3.0458 1.9070
O -1.1912 2.0669 -0.0352
H -0.4815 -0.8231 1.3230
H 0.9504 -0.0086 1.3292
H -0.6251 1.0713 2.9350
*
```

Entry 5:
A molecular structure, C30H52BrN3OP2Pd in a non-equilibrium geometry. Source: the Open Molecules 2025 dataset; level of theory: ωB97M-V/def2-TZVPD.

Calculated values
Electronic energy: -130552.4594 eV
⟨S²⟩: 2.023
Orbital gap (spin up / spin down): 0.268 / 0.151 Eh
ΔE to the lowest compared entry with this formula, charge and spin: 47.43 kcal per mole
LUMO energy (spin up / spin down): -5.480 / -8.694 eV

ORCA input file:
```
! RIJCOSX wB97M-V def2-TZVPD def2/J DEFGRID3
* xyz 2 3
N -6.7421 4.9503 -6.1171
C -6.5656 5.4486 -4.8944
C -5.7422 4.8411 -3.9356
C -5.0035 3.6718 -4.2822
C -5.1990 3.1832 -5.6026
C -6.0716 3.8617 -6.4666
C -4.1019 2.9843 -3.3444
Pd -1.7831 0.3207 -1.7426
P 5.1043 -0.9431 -0.9303
C -3.1110 2.1356 -3.7482
C -1.8819 1.9586 -3.0221
C -0.6983 1.3703 -3.6055
C 0.5307 1.4955 -2.9047
C 0.6414 2.3386 -1.7568
C -0.5609 2.3292 -0.9558
C -1.8323 2.3425 -1.6257
Br 2.3765 2.4702 -1.0084
H -4.1591 3.3138 -2.3097
H -3.0924 1.7393 -4.7596
H -5.7529 5.3090 -2.9477
H -4.7443 2.2522 -5.9429
H -7.1484 6.3550 -4.7030
H -6.2382 3.4839 -7.4774
H -0.8110 1.0021 -4.6510
H -2.7375 2.7200 -1.0778
H 1.4157 0.9380 -3.2060
H -0.6223 2.4478 0.1292
P -0.7888 -2.0510 -1.2198
C 5.2075 0.8169 -0.6447
C 6.2654 1.6701 -1.3537
H 5.2261 1.0059 0.4398
H 4.2025 1.1012 -1.0223
H 6.0542 2.7287 -1.1110
H 7.2803 1.4299 -0.9988
H 6.2296 1.5451 -2.4490
C 4.2567 -1.1715 -2.5363
C 5.0329 -2.2089 -3.3495
H 4.1895 -0.2060 -3.0583
H 3.2371 -1.5184 -2.3353
H 4.6371 -2.2569 -4.3704
H 6.0985 -1.9477 -3.3891
H 4.9500 -3.2024 -2.8877
C 3.9405 -1.5205 0.3494
C 4.7089 -1.9255 1.6028
H 3.4357 -2.3974 -0.0768
H 3.2198 -0.7223 0.5217
H 4.1938 -2.7443 2.1245
H 5.7125 -2.2954 1.3340
H 4.8386 -1.1021 2.3197
C -0.5315 -3.5262 -0.0405
C -1.6303 -4.5911 0.0345
H -0.3345 -3.1290 0.9756
H 0.4044 -4.0172 -0.3674
H -2.5479 -4.2155 0.5091
H -1.8955 -5.0146 -0.9445
H -1.2654 -5.4265 0.6483
C 0.5907 -2.4171 -2.4163
C 0.1718 -2.3553 -3.8651
H 1.0166 -3.4044 -2.1563
H 1.3742 -1.6642 -2.2255
H -0.6445 -3.0488 -4.0797
H -0.1427 -1.3437 -4.1385
H 1.0187 -2.6272 -4.4991
C -2.4334 -2.4473 -1.9872
C -3.4626 -1.7723 -1.0701
H -2.5235 -3.5366 -2.0627
H -2.4427 -1.9445 -2.9709
H -4.3747 -1.5174 -1.6184
H -3.7119 -2.3818 -0.1977
H -3.1057 -0.7859 -0.6439
C 1.0758 2.3299 2.9285
N 0.6608 1.1753 3.6949
C 0.8307 1.2605 5.1360
C -0.2665 0.3641 3.0462
O -0.6133 0.5897 1.8721
N -0.8550 -0.6959 3.7201
C -0.3080 -1.4190 4.8507
C -1.9631 -1.3742 3.0519
H 1.7584 2.9530 3.5110
H 0.2199 2.9606 2.6584
H 1.5803 2.0596 1.9990
H -0.1282 1.3583 5.6672
H 1.3531 0.3827 5.5293
H 1.4339 2.1388 5.3801
H -0.5515 -0.8784 5.7734
H -0.7602 -2.4257 4.8929
H 0.7854 -1.5246 4.7562
H -2.2769 -0.7882 2.1790
H -1.6862 -2.3925 2.7115
H -2.8203 -1.4757 3.7503
*
```